# 1
A single C4H11NS molecule at a distorted geometry, computed with ωB97M-V/def2-TZVPD.

The geometry in XYZ format:
```
17
Properties=species:S:1:pos:R:3
C 2.334 -0.555 -0.398
C -1.200 -0.955 -0.421
C -2.327 0.973 0.314
C 1.818 0.629 0.429
N -1.006 0.452 -0.075
S 0.208 0.530 1.208
H 3.232 -0.300 -0.939
H 2.539 -1.566 0.114
H 1.373 -0.789 -1.116
H -0.196 -1.375 -0.951
H -1.236 -1.474 0.491
H -2.136 -1.166 -1.049
H -2.099 2.031 0.782
H -2.921 0.965 -0.650
H -2.671 0.263 1.163
H 1.772 1.565 -0.175
H 2.518 0.773 1.271
```

- DFT total energy (Eh) = -611.859560
- gap between HOMO and LUMO (Eh) = 0.342
- strongest force on any atom (eV Å⁻¹) = 3.9
- SMILES = CCSN(C)C
- E_HOMO (Eh) = -0.3043

=====

# 2
A single C4H11NS molecule at a distorted geometry, computed with ωB97M-V/def2-TZVPD.

The geometry in XYZ format:
```
17
Properties=species:S:1:pos:R:3
C 1.126 -0.763 0.198
C 1.153 -0.134 -1.190
S 0.089 -1.035 -2.358
C -0.244 -0.943 0.904
N -0.905 0.229 1.399
C -1.325 1.332 0.562
H 1.634 -1.724 0.213
H 1.700 -0.071 0.839
H 2.179 -0.115 -1.538
H 0.836 0.900 -1.192
H -0.250 -0.021 -3.164
H -0.926 -1.459 0.213
H -0.054 -1.577 1.764
H -0.593 0.533 2.308
H -1.731 2.095 1.222
H -2.137 1.018 -0.086
H -0.551 1.733 -0.096
```

- DFT total energy (Eh) = -611.917590
- gap between HOMO and LUMO (Eh) = 0.336
- strongest force on any atom (eV Å⁻¹) = 1.2
- SMILES = CNCCCS
- E_HOMO (Eh) = -0.3033

=====

# 3
2 unconnected molecules or ions with the total composition C4H11NS at a distorted geometry, computed with ωB97M-V/def2-TZVPD.

The geometry in XYZ format:
```
17
Properties=species:S:1:pos:R:3
C 1.504 0.389 -0.249
C 1.170 -0.894 0.009
C 0.573 1.363 -0.857
C 1.988 -2.044 0.536
N -3.482 0.741 -0.164
S -2.681 -0.220 0.962
H 2.534 0.714 -0.096
H 0.189 -1.166 -0.309
H -0.567 1.235 -0.888
H 0.773 1.671 -1.868
H 0.636 2.119 -0.137
H 2.357 -2.664 -0.437
H 1.303 -2.804 1.020
H 2.842 -1.732 1.202
H -4.186 1.330 0.120
H -2.777 1.316 -0.604
H -2.177 0.646 1.760
```

- DFT total energy (Eh) = -611.862632
- gap between HOMO and LUMO (Eh) = 0.355
- strongest force on any atom (eV Å⁻¹) = 3.0
- SMILES = C/C=C/C.NS
- E_HOMO (Eh) = -0.3274

=====

# 4
A single C4H11NS molecule at a distorted geometry, computed with ωB97M-V/def2-TZVPD.

The geometry in XYZ format:
```
17
Properties=species:S:1:pos:R:3
C -0.841 0.684 1.943
C -1.766 -0.169 1.010
S -1.490 0.150 -0.676
H 0.143 0.254 2.145
H -1.336 0.976 2.982
H -0.789 1.616 1.528
H -2.828 0.060 1.304
H -1.596 -1.156 1.417
C 1.873 0.352 -1.903
C 0.016 -0.946 -0.871
N 1.163 -0.191 -0.734
H 2.890 0.747 -1.622
H 1.386 1.263 -2.156
H 1.850 -0.298 -2.690
H -0.046 -1.359 -1.794
H -0.109 -1.824 -0.042
H 1.482 -0.160 0.160
```

- DFT total energy (Eh) = -611.870926
- gap between HOMO and LUMO (Eh) = 0.327
- strongest force on any atom (eV Å⁻¹) = 4.5
- SMILES = CCSCNC
- E_HOMO (Eh) = -0.2898

=====

# 5
2 unconnected molecules or ions with the total composition C4H11NS at a distorted geometry, computed with ωB97M-V/def2-TZVPD.

The geometry in XYZ format:
```
17
Properties=species:S:1:pos:R:3
C 2.442 2.393 -0.974
S 1.555 0.882 -0.607
C -0.035 1.214 -1.394
H 1.854 3.297 -1.052
H 3.031 2.287 -1.878
H 3.163 2.573 -0.161
H -0.801 0.680 -0.830
H -0.257 2.260 -1.246
H -0.008 0.898 -2.426
C -2.010 -1.752 2.053
C -0.633 -2.436 0.322
N -1.787 -2.043 0.638
H -3.073 -1.554 2.210
H -1.425 -0.893 2.366
H -1.715 -2.599 2.676
H -0.485 -2.643 -0.733
H 0.184 -2.564 1.036
```

- DFT total energy (Eh) = -611.892502
- gap between HOMO and LUMO (Eh) = 0.350
- strongest force on any atom (eV Å⁻¹) = 1.2
- SMILES = C=NC.CSC
- E_HOMO (Eh) = -0.3115

=====

# 6
2 unconnected molecules or ions with the total composition C4H11NS at a distorted geometry, computed with ωB97M-V/def2-TZVPD.

The geometry in XYZ format:
```
17
Properties=species:S:1:pos:R:3
C 0.454 -0.955 3.161
S -0.268 -2.042 1.873
H -0.310 -0.612 3.854
H 1.187 -1.540 3.710
H 0.956 -0.107 2.701
C 1.151 1.078 -2.519
C -0.027 0.356 -1.936
C -0.477 0.598 -0.710
N -1.524 -0.143 -0.091
H 1.595 1.742 -1.777
H 1.917 0.380 -2.857
H 0.844 1.689 -3.370
H -0.527 -0.405 -2.527
H 0.015 1.310 -0.060
H -2.023 -0.731 -0.742
H -0.809 -1.043 0.839
H -2.152 0.422 0.451
```

- DFT total energy (Eh) = -611.894362
- gap between HOMO and LUMO (Eh) = 0.315
- strongest force on any atom (eV Å⁻¹) = 2.1
- SMILES = C/C=C/N.CS
- E_HOMO (Eh) = -0.2847

=====

# 7
A gas-phase ion, C4H11NS (charge +1) at a distorted geometry, computed with ωB97M-V/def2-TZVPD.

The geometry in XYZ format:
```
17
Properties=species:S:1:pos:R:3
C 0.855 1.148 -1.488
C 0.482 -0.089 -0.759
C -0.315 0.353 0.659
C -1.095 -0.872 1.007
S -2.141 -0.576 2.449
N 1.647 -0.908 -0.535
H 1.703 1.692 -1.069
H 0.079 1.900 -1.622
H 1.123 0.955 -2.537
H -0.243 -0.616 -1.388
H 0.423 0.776 1.335
H -1.045 1.095 0.331
H -1.656 -1.344 0.199
H -0.567 -1.736 1.408
H -2.827 0.513 2.077
H 2.301 -0.505 0.138
H 1.276 -1.787 -0.204
```

- DFT total energy (Eh) = -611.594559
- gap between HOMO and LUMO (spin up / spin down) (Eh) = 0.432 / 0.167
- net charge = +1
- strongest force on any atom (eV Å⁻¹) = 2.7
- multiplicity = 2
- ⟨S²⟩ = 0.759
- E_HOMO (spin up / spin down) (Eh) = -0.5400 / -0.4903

=====

# 8
2 unconnected molecules or ions with the total composition C4H11NSi at a distorted geometry, computed with ωB97M-V/def2-TZVPD.

The geometry in XYZ format:
```
17
Properties=species:S:1:pos:R:3
C -1.571 -2.575 -0.817
C -1.795 -1.255 -0.669
C 1.626 1.735 0.071
C 0.304 1.294 -0.600
N -0.963 -0.153 1.848
Si -0.445 -0.208 0.218
H -2.305 -3.022 -1.400
H -0.596 -3.009 -0.564
H -2.779 -0.745 -0.796
H 1.572 2.082 1.046
H 2.204 0.894 0.068
H 2.109 2.498 -0.553
H 0.390 1.552 -1.650
H -0.626 1.967 -0.377
H -1.583 -0.807 2.278
H -0.232 0.277 2.338
H 1.677 -2.229 0.582
```

- DFT total energy (Eh) = -503.085976
- gap between HOMO and LUMO (spin up / spin down) (Eh) = 0.269 / 0.266
- strongest force on any atom (eV Å⁻¹) = 3.3
- E_HOMO (spin up / spin down) (Eh) = -0.2625 / -0.2601

=====

> What is the formula in the sixth record?

C4H11NS

=====

> Which formula does entry 6 have?

C4H11NS

=====

> What is the strongest force on any atom in the third record?

3.0 eV Å⁻¹